12
Properties=species:S:1:pos:R:3 method="wB97M-V/def2-TZVPD" orbital_gap_ha=0.35245 e_above_lowest_kcal_mol=143.53 energy_ha=-306.27757
O -2.394 -0.187 -0.948
C -1.372 -0.230 -1.519
C -0.096 0.053 -1.288
C 0.158 0.531 0.793
C 1.085 -0.317 1.516
O 1.308 1.079 1.364
H -1.357 -0.566 -2.592
H 0.159 1.063 -0.642
H 0.667 -0.664 -1.388
H -0.789 0.833 1.223
H 0.868 -0.645 2.529
H 1.763 -0.949 0.951